Below is a 2-piece molecular cluster, C12H17N overall in a non-equilibrium geometry, with properties calculated with ωB97M-V with the def2-TZVPD basis set.

Atoms and positions in Å:
1 C 2.622194 1.440556 -1.185863
2 C 1.498301 0.531443 -1.344336
3 C 1.502652 -0.720324 -1.881811
4 N 0.188028 -0.926425 -2.403665
5 C -0.715392 -0.092425 -1.786413
6 C -2.146083 -0.048789 -1.823158
7 C -2.767046 1.051937 -1.258880
8 C -1.987808 1.847352 -0.366307
9 C -0.643674 1.904776 -0.512561
10 C 0.036529 0.873834 -1.082271
11 H 2.492512 2.403511 -1.778934
12 H 3.614143 1.252535 -1.635091
13 H 2.765494 1.834219 -0.194607
14 H 2.211065 -1.435835 -2.065214
15 H -0.046942 -1.812468 -2.768229
16 H -2.624360 -0.781478 -2.481296
17 H -3.712655 1.540840 -1.474318
18 H -2.236289 2.417067 0.434424
19 H -0.013346 2.616533 0.070761
20 C 1.246680 -1.480789 2.415658
21 C 0.004277 -0.758153 1.879152
22 C -1.132578 -1.407554 2.655805
23 H 2.077544 -1.074308 1.904682
24 H 1.240687 -1.378109 3.442078
25 H 1.192744 -2.511169 2.039651
26 H 0.120666 0.296712 1.919792
27 H -0.137450 -0.854474 0.765235
28 H -1.198286 -2.458866 2.603215
29 H -1.212001 -1.061442 3.700389
30 H -2.239608 -1.208709 2.212114

Forces on atoms 1 to 6 (eV/Å):
C 1.4262 2.8313 -0.7789
C -1.6987 -0.6276 0.6055
C -3.5166 2.8658 -0.8605
N 0.6265 -0.9938 1.4365
C -0.1603 0.3857 0.7418
C 0.9262 0.2691 -1.5457

The energy above the lowest of the compared OMol25 structures with the same formula, charge and spin comes out at 3.0064 eV. The highest occupied orbital energy comes out at -7.9285 eV. Its largest force on an atom is 4.9 eV/A. As for the total energy: -14207.331 eV. The SMILES is Cc1c[nH]c2ccccc12.CCC. The HOMO-LUMO gap comes out at 8.806 eV.

Below is C9H30N14O13Pb as an isolated structure in a non-equilibrium geometry, with properties calculated with ωB97M-V with the def2-TZVPD basis set.

Atoms and positions in Å:
1 Pb -32.684247 5.002324 6.287750
2 O -32.398048 1.429977 8.930242
3 C -32.499425 2.429992 8.092076
4 O -31.750804 2.514545 7.083605
5 O -33.414679 3.300444 8.222548
6 H -31.716352 0.924845 8.481110
7 O -36.278214 3.465543 7.795873
8 C -36.180084 3.743127 6.456933
9 O -37.107135 3.788251 5.615709
10 O -35.090036 4.130307 6.015305
11 H -35.363887 3.608616 8.051089
12 C -30.494275 -1.697408 7.949907
13 O -30.449000 -0.611752 7.432818
14 N -31.542662 -2.357929 8.267642
15 N -29.463967 -2.564149 7.879250
16 H -31.529468 -3.075827 8.977952
17 H -32.447742 -1.948897 8.084309
18 H -28.612965 -2.223798 7.454928
19 H -29.564801 -3.493080 8.262682
20 C -34.739440 4.705703 11.737202
21 O -35.552598 4.983560 12.597579
22 N -33.554520 5.242063 11.613572
23 N -34.818050 3.675108 10.902139
24 H -32.931374 4.599324 11.145937
25 H -33.308106 5.879765 12.357027
26 H -34.179989 3.558186 10.127988
27 H -35.747898 3.307060 10.760641
28 C -34.971372 -0.683458 7.571812
29 O -33.824521 -0.785019 7.909792
30 N -35.882894 -1.632569 7.474781
31 N -35.557309 0.461796 7.417428
32 H -36.886281 -1.528044 7.425875
33 H -35.532029 -2.567633 7.625313
34 H -35.113651 1.364447 7.509505
35 H -36.489420 0.463798 7.028521
36 C -34.603869 -1.283022 11.237879
37 O -35.541808 -0.789323 10.785574
38 N -34.640108 -1.776138 12.469021
39 N -33.557983 -1.497491 10.505472
40 H -35.501708 -1.895878 12.982269
41 H -33.849929 -2.205790 12.928494
42 H -32.751956 -1.980718 10.875487
43 H -33.526502 -1.049623 9.600746
44 C -30.604869 0.399412 12.343240
45 O -29.693733 0.116095 13.105134
46 N -31.877352 0.375169 12.757060
47 N -30.454036 0.725033 11.075036
48 H -32.608170 0.718263 12.150192
49 H -31.880330 0.207457 13.753033
50 H -31.235110 0.798930 10.438989
51 H -29.501083 0.938805 10.817569
52 C -28.036319 1.583731 9.277084
53 O -27.807092 0.620957 9.962656
54 N -28.908543 1.551309 8.312221
55 N -27.610787 2.832025 9.514502
56 H -29.184690 0.637194 7.983228
57 H -29.174492 2.338133 7.737519
58 H -26.958678 2.876628 10.284480
59 H -27.979087 3.512652 8.865503
60 C -29.083878 4.479047 5.253497
61 O -30.259156 4.886127 5.289955
62 N -28.743308 3.213352 5.340404
63 N -28.031866 5.226487 5.281385
64 H -29.494744 2.540347 5.290322
65 H -27.748943 3.048838 5.405847
66 H -27.174216 4.712289 5.423309
67 H -28.014220 6.236328 5.284022

Forces on atoms 1 to 6 (eV/Å):
Pb 0.8746 -2.4257 0.8173
O -0.2967 0.9194 -0.1099
C -0.4243 0.9731 -1.7441
O 0.5992 0.6951 -0.4214
O -0.7977 1.1707 0.6733
H 0.8610 -1.5586 -0.1879

As for the expectation value of S²: 0.756. The highest occupied orbital energy (alpha / beta) comes out at -10.8284 / -10.8284 eV. Its largest force on an atom is 8.2 eV/A. Its total charge is +1. As for the total energy: -62543.750 eV. As for the spin multiplicity: 2. The HOMO-LUMO gap (alpha / beta) comes out at 5.135 / 3.290 eV.

Below is the molecule C3H4NO2P in a non-equilibrium geometry, with properties calculated with ωB97M-V with the def2-TZVPD basis set.

Atoms and positions in Å:
1 C 0.232349 -0.785479 0.272983
2 C -1.768602 0.216173 -0.408697
3 C -0.960822 -0.536684 0.660520
4 N 1.372192 -0.990482 -0.225786
5 O 3.902251 -0.132585 -0.399705
6 O 1.997286 1.582712 0.257591
7 P 2.531343 0.213961 0.011714
8 H -2.776586 -0.184981 -0.386324
9 H -1.692337 1.276406 -0.140780
10 H -1.448169 -0.093258 -1.279347
11 H -1.388907 -0.565784 1.637833

Forces on atoms 1 to 6 (eV/Å):
C 5.5856 -2.4160 -0.9097
C -2.1221 -0.3568 5.1777
C -4.4195 2.3215 -0.9952
N -0.0648 2.2425 1.1174
O -0.8310 -0.1201 0.3006
O -0.0281 -1.5936 0.1104

The energy above the lowest of the compared OMol25 structures with the same formula, charge and spin comes out at 0.1268 eV. As for the expectation value of S²: 2.011. The highest occupied orbital energy (alpha / beta) comes out at -6.8331 / -10.9554 eV. Its largest force on an atom is 6.2 eV/A. As for the total energy: -18045.509 eV. As for the spin multiplicity: 3. The HOMO-LUMO gap (alpha / beta) comes out at 6.726 / 7.276 eV.

Below is H10MnO5 as an isolated structure in a non-equilibrium geometry, with properties calculated with ωB97M-V with the def2-TZVPD basis set.

Atoms and positions in Å:
1 Mn -9.164350 19.566780 -25.499860
2 O -7.307850 19.502890 -26.653100
3 H -6.858010 18.663110 -26.746040
4 H -6.709450 20.140130 -27.043070
5 O -10.829820 19.442100 -24.059520
6 H -11.290730 20.272370 -23.939360
7 H -11.517800 18.816250 -24.285840
8 O -7.874130 18.837510 -23.929960
9 H -6.921210 18.901320 -23.993920
10 H -8.029780 18.402040 -23.091880
11 O -8.898420 21.509330 -24.851620
12 H -8.956900 21.827710 -23.950820
13 H -8.824520 22.302590 -25.382200
14 O -10.002440 20.442890 -27.257880
15 H -9.806490 20.571900 -28.185880
16 H -10.709500 21.061250 -27.073680

Forces on atoms 1 to 6 (eV/Å):
Mn -0.2404 -1.2866 -0.2483
O 0.0803 -0.0199 0.0965
H 0.1131 -0.6925 -0.0845
H 0.2760 0.6520 -0.2526
O 0.5314 -0.0048 0.1958
H -0.4270 0.7386 0.2356

As for the expectation value of S²: 12.003. The highest occupied orbital energy (alpha / beta) comes out at -7.4189 / -16.6764 eV. Its largest force on an atom is 1.3 eV/A. Its total charge is +1. As for the total energy: -41713.312 eV. As for the spin multiplicity: 7. The HOMO-LUMO gap (alpha / beta) comes out at 4.416 / 12.969 eV.

Below is C15H22BrGeN3O3PtS2 as an isolated structure in a non-equilibrium geometry, with properties calculated with ωB97M-V with the def2-TZVPD basis set.

Atoms and positions in Å:
1 Pt 13.526281 8.907230 8.947677
2 Br 15.784380 6.638130 15.104324
3 C 14.120909 8.002431 13.584140
4 C 14.892864 8.925089 12.945424
5 C 14.675325 9.322544 11.627316
6 N 13.714697 8.659779 10.912174
7 C 12.962647 7.734596 11.559988
8 C 13.178414 7.357894 12.865979
9 H 15.710912 9.408836 13.377394
10 H 15.244326 9.986573 11.061267
11 H 12.109186 7.315324 11.109488
12 H 12.583775 6.515030 13.242572
13 C 17.096904 7.171139 6.951199
14 Ge 15.321626 6.491106 7.291076
15 C 15.668953 4.555079 7.629339
16 C 14.259609 6.664067 5.679468
17 C 14.655983 7.366741 8.860998
18 H 17.512378 6.778210 5.994303
19 H 17.742238 6.829498 7.793569
20 H 17.088673 8.254386 6.946810
21 H 16.752632 4.385257 7.526289
22 H 15.150903 3.962461 6.944931
23 H 15.331263 4.219877 8.652464
24 H 14.388377 7.638217 5.328087
25 H 13.219755 6.474391 5.976310
26 H 14.585126 5.978363 4.834783
27 H 15.217221 6.997255 9.743234
28 C 10.619988 10.152929 6.900766
29 S 12.327271 10.654847 7.185373
30 O 13.282949 9.495465 6.895473
31 O 12.699057 11.773741 6.322150
32 O 12.410510 10.946139 8.643116
33 H 10.373284 10.467437 5.858919
34 H 9.959063 10.726450 7.519264
35 H 10.467157 9.058261 6.991651
36 C 8.335064 6.218538 7.945762
37 C 8.106790 6.930103 6.630745
38 C 7.828486 8.279852 6.591062
39 C 7.348908 8.756778 5.364676
40 N 7.423678 8.007621 4.239030
41 C 7.986945 6.769246 4.358686
42 S 8.345197 5.866795 2.999489
43 N 8.189868 6.204833 5.546602
44 H 9.451696 6.255067 8.065099
45 H 8.062574 5.147278 7.995570
46 H 7.856955 6.752738 8.742490
47 H 7.898679 8.848955 7.501214
48 H 6.934892 9.773941 5.196416

Forces on atoms 1 to 6 (eV/Å):
Pt 0.0451 0.8877 0.0923
Br -0.2093 0.0873 -0.0405
C 1.1808 -0.3564 1.1103
C 0.0475 1.5581 -1.6560
C -1.9384 -3.0851 0.5913
N -0.5642 0.1450 0.8849

The energy above the lowest of the compared OMol25 structures with the same formula, charge and spin comes out at 0.7821 eV. As for the expectation value of S²: 2.014. The highest occupied orbital energy (alpha / beta) comes out at -1.9027 / -1.9027 eV. Its largest force on an atom is 3.7 eV/A. Its total charge is -2. As for the total energy: -177998.627 eV. As for the spin multiplicity: 3. The HOMO-LUMO gap (alpha / beta) comes out at 6.027 / 5.823 eV.

Below is the molecule C20H18ClN3O3 in a non-equilibrium geometry, with properties calculated with ωB97M-V with the def2-TZVPD basis set.

Atoms and positions in Å:
1 C -2.580854 4.643320 2.872090
2 C -2.443484 5.640635 1.730010
3 O -3.100618 5.197908 0.545920
4 C -2.501471 4.239822 -0.165699
5 C -3.152139 3.768425 -1.324634
6 C -2.514746 2.793627 -2.043781
7 C -1.259615 2.345568 -1.581739
8 C -0.483830 1.301656 -2.260987
9 C -0.683613 0.972785 -3.600759
10 C 0.067016 -0.030808 -4.185247
11 C 1.024513 -0.720880 -3.463323
12 C 1.241049 -0.386843 -2.129814
13 N 2.199913 -1.025818 -1.335892
14 C 2.888796 -2.163563 -1.580676
15 O 2.855807 -2.821242 -2.596284
16 C 3.786518 -2.566914 -0.398961
17 O 3.385349 -2.039186 0.844171
18 C 2.233855 -2.510701 1.415239
19 C 1.364497 -3.416983 0.819655
20 C 0.216623 -3.811952 1.486305
21 C -0.065644 -3.301874 2.740846
22 Cl -1.502929 -3.795970 3.565293
23 C 0.793518 -2.393709 3.342474
24 C 1.937286 -2.001922 2.679951
25 C 0.489130 0.619187 -1.537868
26 N -0.728054 2.842433 -0.475434
27 N -1.329761 3.759659 0.219395
28 H -3.629729 4.420451 3.053258
29 H -2.057911 3.723813 2.623422
30 H -2.146720 5.063877 3.774376
31 H -2.936268 6.584324 1.975473
32 H -1.385866 5.816790 1.510439
33 H -4.114534 4.170456 -1.598233
34 H -2.970004 2.366810 -2.923846
35 H -1.407807 1.507867 -4.195266
36 H -0.092296 -0.280797 -5.223467
37 H 1.600179 -1.507780 -3.920503
38 H 2.335013 -0.610636 -0.421131
39 H 3.865173 -3.659889 -0.374271
40 H 4.785334 -2.155912 -0.577655
41 H 1.559202 -3.818998 -0.161951
42 H -0.457805 -4.514695 1.023441
43 H 0.566758 -1.998765 4.319835
44 H 2.621738 -1.298204 3.126180
45 H 0.644491 0.889276 -0.504247

Forces on atoms 1 to 6 (eV/Å):
C -0.0380 0.1118 -0.3707
C 0.2873 0.1187 0.5685
O -0.2076 -0.0996 -0.2424
C 0.1291 -0.5242 -0.6166
C 0.2383 0.0240 0.2426
C 0.1551 0.1563 0.3456

The energy above the lowest of the compared OMol25 structures with the same formula, charge and spin comes out at 0.4377 eV. The highest occupied orbital energy comes out at -8.5328 eV. Its largest force on an atom is 1.4 eV/A. As for the total energy: -44167.073 eV. The SMILES is CCOc1ccc(-c2cccc(NC(=O)COc3ccc(Cl)cc3)c2)nn1. The HOMO-LUMO gap comes out at 8.971 eV.

> Among the records above, which one has the lowest largest force on an atom?

H10MnO5

> Which of these has the lowest largest force on an atom?

H10MnO5

> Number 6 is which compound?

C20H18ClN3O3